Entry from the Open Molecules 2025 dataset: a cluster of 11 separate species, C44H66O22 in total in a non-equilibrium geometry (ωB97M-V/def2-TZVPD).

Calculated values
- HOMO: -9.804 eV
- Frontier orbital gap: 9.5431 eV
- E_tot: -91745.585 eV
- Energy relative to the best compared isomer or geometry (same formula, charge and spin): 11.7 kcal/mol
- SMILES: O=C1CCCO1.O=C1CCCO1.O=C1CCCO1.O=C1CCCO1.O=C1CCCO1.O=C1CCCO1.O=C1CCCO1.O=C1CCCO1.O=C1CCCO1.O=C1CCCO1.O=C1CCCO1
- Max |F|: 2.44 eV Å⁻¹

Each atom is followed by the atoms it is bonded to, with distances in Å.
Cartesian coordinates (Å):
1 O 12.16 -13.24 0.56  C2 1.197
2 C 11.77 -12.54 -0.33  O1 1.197, O3 1.349, C6 1.524
3 O 10.95 -11.49 -0.10  C2 1.349, C4 1.432
4 C 10.69 -10.74 -1.29  O3 1.432, C5 1.545, H7 1.088, H8 1.090
5 C 11.49 -11.40 -2.43  C4 1.545, C6 1.530, H9 1.088, H10 1.091
6 C 12.15 -12.63 -1.80  C2 1.524, C5 1.530, H11 1.087, H12 1.086
7 H 10.91 -9.67 -1.23  C4 1.088
8 H 9.62 -10.83 -1.49  C4 1.090
9 H 12.22 -10.74 -2.89  C5 1.088
10 H 10.79 -11.68 -3.21  C5 1.091
11 H 13.23 -12.55 -1.86  C6 1.087
12 H 11.80 -13.57 -2.22  C6 1.086
13 O 21.23 -6.75 -5.66  C14 1.199
14 C 20.53 -6.89 -6.63  O13 1.199, O15 1.344, C18 1.531
15 O 19.38 -7.57 -6.59  C14 1.344, C16 1.439
16 C 18.80 -7.63 -7.90  O15 1.439, C17 1.526, H19 1.095, H20 1.086
17 C 19.92 -7.32 -8.89  C16 1.526, C18 1.530, H21 1.092, H22 1.090
18 C 20.88 -6.47 -8.06  C14 1.531, C17 1.530, H23 1.087, H24 1.087
19 H 18.09 -6.80 -7.93  C16 1.095
20 H 18.29 -8.56 -8.11  C16 1.086
21 H 19.53 -6.79 -9.77  C17 1.092
22 H 20.36 -8.23 -9.30  C17 1.090
23 H 20.75 -5.40 -8.19  C18 1.087
24 H 21.91 -6.76 -8.24  C18 1.087
25 O 17.89 -4.20 -7.31  C26 1.196
26 C 17.69 -3.03 -7.47  O25 1.196, O27 1.347, C30 1.528
27 O 18.52 -2.27 -8.20  C26 1.347, C28 1.430
28 C 18.09 -0.91 -8.32  O27 1.430, C29 1.542, H31 1.087, H32 1.089
29 C 16.66 -0.91 -7.73  C28 1.542, C30 1.505, H33 1.094, H34 1.090
30 C 16.60 -2.14 -6.87  C26 1.528, C29 1.505, H35 1.088, H36 1.094
31 H 18.04 -0.63 -9.36  C28 1.087
32 H 18.81 -0.29 -7.79  C28 1.089
33 H 15.98 -0.98 -8.58  C29 1.094
34 H 16.40 0.01 -7.21  C29 1.090
35 H 15.68 -2.72 -6.84  C30 1.088
36 H 16.89 -1.89 -5.84  C30 1.094
37 O 17.06 -12.44 -8.21  C38 1.200
38 C 16.00 -12.34 -7.65  O37 1.200, O39 1.336, C42 1.528
39 O 15.75 -11.43 -6.71  C38 1.336, C40 1.452
40 C 14.37 -11.47 -6.25  O39 1.452, C41 1.536, H43 1.087, H44 1.084
41 C 13.84 -12.81 -6.79  C40 1.536, C42 1.519, H45 1.090, H46 1.092
42 C 14.72 -13.11 -7.99  C38 1.528, C41 1.519, H47 1.091, H48 1.084
43 H 13.89 -10.60 -6.69  C40 1.087
44 H 14.36 -11.39 -5.17  C40 1.084
45 H 12.78 -12.80 -7.05  C41 1.090
46 H 14.00 -13.54 -6.00  C41 1.092
47 H 14.40 -12.64 -8.92  C42 1.091
48 H 14.96 -14.16 -8.11  C42 1.084
49 O 10.00 -6.17 -4.00  C50 1.192
50 C 9.61 -6.41 -5.11  O49 1.192, O51 1.358, C54 1.516
51 O 8.31 -6.66 -5.39  C50 1.358, C52 1.427
52 C 8.19 -7.19 -6.71  O51 1.427, C53 1.519, H55 1.089, H56 1.096
53 C 9.37 -6.63 -7.49  C52 1.519, C54 1.538, H57 1.089, H58 1.089
54 C 10.42 -6.47 -6.39  C50 1.516, C53 1.538, H59 1.089, H60 1.094
55 H 7.20 -6.99 -7.12  C52 1.089
56 H 8.24 -8.28 -6.66  C52 1.096
57 H 9.23 -5.66 -7.97  C53 1.089
58 H 9.71 -7.34 -8.25  C53 1.089
59 H 11.07 -5.60 -6.49  C54 1.089
60 H 11.10 -7.33 -6.32  C54 1.094
61 O 12.38 -6.21 -1.81  C62 1.187
62 C 13.24 -6.31 -1.00  O61 1.187, O63 1.370, C66 1.517
63 O 13.84 -5.24 -0.40  C62 1.370, C64 1.414
64 C 14.77 -5.64 0.59  O63 1.414, C65 1.554, H67 1.091, H68 1.088
65 C 15.07 -7.14 0.30  C64 1.554, C66 1.524, H69 1.089, H70 1.089
66 C 13.90 -7.60 -0.55  C62 1.517, C65 1.524, H71 1.092, H72 1.085
67 H 14.41 -5.63 1.62  C64 1.091
68 H 15.74 -5.15 0.55  C64 1.088
69 H 15.16 -7.73 1.21  C65 1.089
70 H 15.99 -7.24 -0.27  C65 1.089
71 H 13.15 -8.13 0.05  C66 1.092
72 H 14.18 -8.20 -1.42  C66 1.085
73 O 11.91 -3.77 -3.04  C74 1.189
74 C 12.51 -2.77 -2.81  O73 1.189, O75 1.367, C78 1.523
75 O 13.87 -2.70 -2.92  C74 1.367, C76 1.436
76 C 14.37 -1.45 -2.44  O75 1.436, C77 1.536, H79 1.094, H80 1.088
77 C 13.16 -0.55 -2.17  C76 1.536, C78 1.533, H81 1.088, H82 1.092
78 C 11.92 -1.41 -2.46  C74 1.523, C77 1.533, H83 1.088, H84 1.085
79 H 14.97 -1.04 -3.26  C76 1.094
80 H 15.03 -1.57 -1.58  C76 1.088
81 H 13.14 0.36 -2.77  C77 1.088
82 H 13.18 -0.23 -1.12  C77 1.092
83 H 11.41 -1.03 -3.34  C78 1.088
84 H 11.19 -1.55 -1.67  C78 1.085
85 O 13.38 -1.97 -9.47  C86 1.199
86 C 13.06 -1.91 -8.32  O85 1.199, O87 1.345, C90 1.499
87 O 13.28 -2.94 -7.48  C86 1.345, C88 1.428
88 C 12.96 -2.62 -6.13  O87 1.428, C89 1.547, H91 1.086, H92 1.093
89 C 12.76 -1.09 -6.10  C88 1.547, C90 1.538, H93 1.091, H94 1.086
90 C 12.44 -0.77 -7.57  C86 1.499, C89 1.538, H95 1.087, H96 1.093
91 H 13.73 -2.99 -5.45  C88 1.086
92 H 11.99 -3.04 -5.82  C88 1.093
93 H 13.66 -0.55 -5.80  C89 1.091
94 H 11.93 -0.78 -5.47  C89 1.086
95 H 12.81 0.20 -7.89  C90 1.087
96 H 11.37 -0.77 -7.79  C90 1.093
97 O 12.60 -8.45 -4.35  C98 1.200
98 C 13.48 -7.82 -4.87  O97 1.200, O99 1.344, C102 1.516
99 O 14.34 -8.41 -5.72  C98 1.344, C100 1.443
100 C 15.38 -7.50 -6.14  O99 1.443, C101 1.532, H103 1.088, H104 1.090
101 C 14.71 -6.13 -5.99  C100 1.532, C102 1.533, H105 1.091, H106 1.092
102 C 13.82 -6.35 -4.76  C98 1.516, C101 1.533, H107 1.092, H108 1.094
103 H 15.57 -7.78 -7.17  C100 1.088
104 H 16.27 -7.61 -5.52  C100 1.090
105 H 14.08 -5.90 -6.85  C101 1.091
106 H 15.47 -5.35 -5.88  C101 1.092
107 H 12.92 -5.74 -4.68  C102 1.092
108 H 14.29 -6.14 -3.79  C102 1.094
109 O 16.61 -6.60 -12.33  C110 1.197
110 C 15.88 -6.05 -11.55  O109 1.197, O111 1.343, C114 1.530
111 O 14.75 -5.43 -11.93  C110 1.343, C112 1.437
112 C 14.08 -4.83 -10.81  O111 1.437, C113 1.533, H115 1.092, H116 1.083
113 C 15.15 -4.77 -9.72  C112 1.533, C114 1.513, H117 1.095, H118 1.094
114 C 16.10 -5.90 -10.04  C110 1.530, C113 1.513, H119 1.088, H120 1.088
115 H 13.25 -5.44 -10.45  C112 1.092
116 H 13.73 -3.85 -11.11  C112 1.083
117 H 14.67 -4.79 -8.73  C113 1.095
118 H 15.60 -3.77 -9.66  C113 1.094
119 H 15.93 -6.85 -9.56  C114 1.088
120 H 17.13 -5.58 -9.90  C114 1.088
121 O 17.81 -7.63 -3.56  C122 1.194
122 C 17.59 -6.48 -3.33  O121 1.194, O123 1.353, C126 1.516
123 O 16.73 -6.11 -2.35  C122 1.353, C124 1.420
124 C 16.69 -4.70 -2.18  O123 1.420, C125 1.529, H127 1.094, H128 1.090
125 C 17.23 -4.12 -3.48  C124 1.529, C126 1.544, H129 1.089, H130 1.093
126 C 18.11 -5.25 -4.05  C122 1.516, C125 1.544, H131 1.090, H132 1.088
127 H 17.31 -4.43 -1.32  C124 1.094
128 H 15.70 -4.31 -1.94  C124 1.090
129 H 17.78 -3.19 -3.35  C125 1.089
130 H 16.46 -3.93 -4.23  C125 1.093
131 H 19.17 -5.09 -3.82  C126 1.090
132 H 18.00 -5.41 -5.12  C126 1.088

Löwdin atomic charge list, values in e, 4 entries: 0.11 -0.49 0.03 -0.14